{"formula": "C2H3NO2S", "method": "ωB97M-V/def2-TZVPD", "symbols": ["C", "C", "H", "H", "H", "N", "O", "O", "S"], "coordinates": [[-1.55932, 0.02363, 0.42802], [1.86560, 0.41469, -0.08585], [-1.17770, 0.27544, 1.41942], [-1.14973, -0.91900, -1.37326], [2.98211, 0.07234, -0.03765], [-0.61711, -0.63052, -0.38248], [-2.57822, 0.41656, -0.08805], [1.36461, 1.52627, -0.02293], [0.86977, -1.17941, 0.14278]], "atomic_forces_ev_per_a": [[0.7, 0.6, -2.0], [-0.6, 0.3, 1.5], [-0.2, -0.2, 0.4], [2.4, 0.9, 3.3], [-1.4, 1.2, -0.3], [-2.9, -1.0, -2.2], [0.0, -0.4, 0.9], [1.6, -2.9, -0.7], [0.4, 1.4, -0.9]], "relative_energy_kj_mol": 180.9, "total_charge": 0, "homo_energy_ev": -9.85, "homo_lumo_gap_ev": 9.841, "smiles": "O=CNSC=O"}